[1]
{"formula": "C30H59F5N2O5PbSbSi7Te", "method": "the ωB97M-V functional and the def2-TZVPD basis", "e_above_lowest_kcal_mol": 1.77, "gap_ev": 6.79, "largest_force_ev_per_a": 0.15, "charge": 1, "elements": ["H", "H", "C", "H", "C", "C", "H", "H", "Si", "C", "H", "C", "H", "F", "H", "H", "H", "H", "C", "H", "F", "C", "H", "Te", "C", "C", "C", "C", "H", "Sb", "H", "C", "H", "C", "H", "H", "H", "Si", "H", "H", "H", "C", "H", "H", "Si", "H", "H", "O", "C", "H", "C", "H", "C", "H", "H", "H", "C", "F", "Si", "C", "O", "C", "H", "H", "C", "H", "H", "C", "H", "H", "N", "H", "O", "H", "Si", "O", "H", "H", "H", "C", "H", "H", "C", "H", "H", "H", "H", "F", "F", "H", "H", "H", "H", "H", "H", "C", "H", "C", "Si", "N", "Si", "H", "C", "C", "O", "H", "C", "H", "Pb", "C", "H"], "positions_angstrom": [[2.17951, 4.66257, -0.46421], [-1.05273, -0.85469, 2.71639], [4.39140, -2.30837, 2.59429], [3.32363, 1.28943, 3.69093], [5.75265, 0.46003, -2.54058], [4.39538, 1.40866, 3.51994], [6.05539, -0.58209, -2.42546], [-4.49874, -3.44356, 2.14565], [4.73952, 1.89783, 1.74495], [-5.98580, -3.31814, -0.53035], [4.07945, -4.16646, 0.01687], [-1.34066, 3.50557, 1.09958], [4.76077, 2.18721, 4.19492], [0.60101, -4.81448, 0.56461], [-4.49714, -3.92020, -3.54681], [-2.77244, -3.55873, 2.53735], [1.81238, -0.35312, -2.62913], [4.08359, 3.19836, -1.73324], [-4.44367, 2.59759, -0.98545], [4.60261, -3.36581, 2.77345], [1.58200, -5.29685, -1.92901], [3.81641, -3.14660, -0.27453], [-5.07597, 3.20846, -1.63791], [1.43528, 0.11845, 1.06839], [-2.36896, 5.30199, 2.76839], [-4.25014, -2.96160, -3.08281], [6.58556, 2.09510, 1.47751], [-3.55565, 0.72657, -3.25360], [-3.43709, 3.01363, -1.02143], [-3.39144, -0.94399, -0.17583], [1.63682, 6.31233, -0.14062], [6.55535, -1.95374, 0.44467], [-1.90271, -0.96914, 4.25930], [2.85589, -0.42193, -2.94748], [-3.76024, 1.60330, -3.87346], [4.14051, 4.26320, 2.18234], [-3.26369, -2.66352, -3.44602], [3.85803, 0.24712, 0.32420], [6.97367, 2.90656, 2.09815], [6.75694, -1.93892, -0.62768], [-3.94472, -3.13953, 3.78540], [-1.94832, -0.54073, 3.25368], [-0.35105, 6.45777, 1.49581], [-6.50010, -4.13459, -1.04478], [3.98649, 0.71274, -1.96648], [7.09150, -1.11716, 0.89596], [-5.90894, -0.72716, 2.22919], [-3.09057, 2.21234, 2.01107], [-0.49228, -2.89493, -0.22333], [4.05667, -3.02741, -1.33317], [-0.33707, -2.29698, -2.51453], [-5.32259, -0.35520, 3.84507], [1.32768, 5.33806, -0.51356], [-4.97838, -2.22773, -3.42996], [-4.99530, 0.77700, 2.52336], [6.45529, 1.07227, -1.97148], [0.47889, -3.39039, -2.75016], [-0.64064, -1.47442, -3.52551], [4.71276, -1.89394, 0.79405], [-0.83407, -2.02268, -1.24620], [-1.80119, 1.30233, 0.44558], [3.50326, 2.49887, -2.33693], [-5.97111, -3.56329, 0.53245], [3.69859, 2.72393, -3.38902], [3.86826, 3.53101, 1.41789], [2.78453, 3.38733, 1.45450], [5.85469, 0.72325, -3.59609], [-3.69006, -3.00418, 2.72940], [3.35164, -2.12109, 2.87228], [1.03324, 5.44594, -1.55815], [-0.29665, 3.57350, 0.20949], [-1.95166, 0.54309, 3.33461], [-2.19107, 6.44627, 3.09864], [-6.36544, -0.69298, -2.25628], [-4.25630, -3.16900, -1.22976], [-3.31772, 4.53022, 3.25527], [-3.83749, -0.16120, -3.82029], [6.82687, 2.32557, 0.43770], [-6.77053, 0.26256, -0.81800], [-5.07953, -0.27806, 2.78202], [-2.47893, 0.68171, -3.08004], [-6.58774, -2.41867, -0.66313], [-3.21112, -4.63515, -0.74692], [2.89717, -0.17186, -4.01071], [-3.77627, -5.54199, -0.98138], [-3.29086, 3.62621, 2.84194], [7.12248, 1.18477, 1.75157], [-0.97777, -2.66961, 1.00626], [0.95813, -3.61167, -3.96820], [-2.28541, -4.66697, -1.32339], [2.44276, 2.70851, -2.16484], [4.88594, 0.47410, 3.79224], [5.02968, -1.72675, 3.26077], [3.15789, -1.46545, -2.83635], [-6.84178, 0.99492, -2.41678], [0.30334, -4.00111, -0.44247], [-2.96383, -4.66207, 0.31407], [0.19943, 4.79499, 0.28738], [-3.48495, -1.17309, 2.44593], [-0.49292, 5.50067, 1.20250], [-4.51517, 0.87175, -1.66200], [-4.82443, 2.67934, 0.03163], [-2.14481, 2.26573, 1.21619], [-1.47470, 4.70922, 1.73308], [-1.56110, -0.89744, -1.04172], [2.73870, -3.02435, -0.15016], [-6.28251, 0.29123, -1.79458], [4.13896, 3.94740, 0.44584], [0.00725, 1.40865, -1.01881], [0.79876, -4.24965, -1.71189], [6.97947, -2.87679, 0.84798]], "forces_ev_per_angstrom": [[-0.013, 0.012, -0.007], [-0.011, -0.003, 0.021], [-0.003, 0.007, 0.003], [-0.002, -0.005, 0.003], [0.001, -0.012, 0.017], [-0.001, 0.021, 0.004], [0.006, -0.005, -0.012], [0.000, -0.001, 0.005], [0.013, -0.022, -0.014], [0.015, -0.014, -0.012], [0.002, 0.003, 0.000], [-0.027, -0.062, -0.017], [-0.007, -0.002, 0.003], [0.003, -0.011, -0.007], [-0.005, 0.000, -0.002], [0.017, 0.003, -0.005], [0.010, -0.006, -0.002], [0.010, 0.009, -0.005], [-0.020, -0.002, 0.011], [-0.002, 0.001, -0.002], [0.003, -0.005, -0.002], [-0.003, -0.016, -0.026], [-0.004, 0.011, 0.027], [0.008, 0.040, -0.040], [-0.047, 0.016, -0.028], [0.031, 0.027, -0.020], [0.005, -0.001, -0.005], [-0.017, -0.030, -0.003], [0.022, -0.005, 0.007], [-0.087, -0.087, -0.015], [0.003, -0.001, 0.006], [0.000, -0.014, -0.015], [-0.004, 0.001, 0.003], [-0.020, -0.047, -0.016], [-0.016, -0.001, -0.004], [-0.005, 0.002, 0.001], [-0.010, -0.008, -0.009], [-0.004, -0.010, 0.037], [0.005, -0.001, -0.001], [0.013, 0.012, 0.001], [0.007, -0.009, -0.004], [0.024, 0.043, -0.019], [-0.002, 0.003, -0.001], [-0.005, -0.002, 0.006], [0.028, 0.087, 0.001], [-0.011, -0.006, 0.017], [-0.005, 0.002, 0.003], [-0.012, 0.008, -0.057], [0.020, 0.030, 0.032], [-0.007, -0.002, -0.003], [-0.013, 0.011, -0.037], [0.012, 0.006, 0.010], [-0.035, -0.014, -0.017], [0.000, -0.005, 0.007], [-0.013, -0.019, 0.019], [-0.006, 0.003, -0.003], [-0.004, 0.009, -0.007], [0.007, -0.002, 0.024], [0.000, 0.019, 0.040], [-0.037, 0.031, -0.067], [-0.071, 0.048, -0.070], [-0.040, -0.011, -0.025], [-0.014, -0.002, -0.009], [0.009, -0.012, 0.000], [-0.011, -0.001, -0.004], [0.005, 0.002, 0.007], [0.000, 0.003, -0.002], [-0.001, 0.005, -0.004], [0.005, -0.005, 0.001], [-0.009, 0.010, 0.001], [0.036, -0.007, -0.056], [-0.003, -0.002, 0.015], [0.015, -0.003, 0.012], [-0.008, -0.001, 0.008], [-0.016, -0.006, 0.018], [0.022, 0.051, 0.024], [0.020, -0.004, 0.002], [-0.002, 0.006, 0.000], [-0.011, -0.001, -0.006], [-0.005, 0.028, -0.033], [-0.006, 0.013, -0.001], [0.003, 0.009, -0.016], [0.001, -0.003, -0.024], [-0.008, -0.001, -0.004], [-0.005, 0.001, 0.007], [-0.010, -0.055, -0.014], [0.001, 0.005, -0.007], [-0.013, -0.027, -0.005], [-0.003, -0.004, -0.005], [-0.018, -0.009, 0.005], [0.011, -0.006, 0.047], [0.015, -0.003, -0.001], [-0.005, 0.002, 0.003], [-0.005, 0.001, 0.000], [0.006, 0.006, 0.002], [0.009, 0.006, 0.011], [0.001, 0.001, 0.015], [0.031, 0.022, 0.015], [0.006, -0.036, 0.017], [0.012, -0.031, 0.018], [0.023, 0.032, -0.041], [0.010, 0.001, 0.017], [0.072, 0.030, 0.033], [0.020, 0.027, 0.010], [0.086, -0.033, 0.114], [0.001, 0.020, -0.006], [-0.001, -0.002, -0.009], [0.013, -0.006, -0.001], [0.036, -0.035, 0.123], [-0.013, -0.005, -0.001], [0.001, -0.002, -0.007]], "lowdin_charge": [0.05, -0.02, -0.21, 0.02, -0.20, -0.21, 0.02, 0.01, 0.31, -0.20, 0.05, -0.14, 0.04, 0.15, 0.05, 0.03, -0.03, 0.02, -0.19, 0.04, 0.15, -0.21, 0.05, 0.48, -0.47, -0.20, -0.21, -0.19, 0.03, 1.36, 0.09, -0.20, 0.05, -0.21, 0.05, 0.04, 0.03, 0.09, 0.04, 0.02, 0.05, -0.18, 0.18, 0.05, 0.32, 0.02, 0.03, 0.01, -0.21, 0.03, -0.16, 0.05, 0.02, 0.02, 0.02, 0.03, -0.14, 0.11, 0.32, -0.31, -0.35, -0.21, 0.02, 0.04, -0.22, 0.01, 0.04, -0.20, 0.02, 0.10, 0.03, 0.03, 0.13, 0.01, 0.41, 0.15, 0.03, 0.02, 0.04, -0.20, 0.00, 0.02, -0.18, 0.05, 0.05, 0.07, 0.02, 0.05, 0.15, 0.03, -0.03, 0.01, 0.02, 0.02, 0.05, -0.17, 0.03, -0.33, 0.44, 0.20, 0.42, 0.04, -0.59, -0.05, -0.48, 0.00, -0.21, 0.01, 0.98, -0.15, 0.04]}

=====

[2]
{"formula": "C30H59NNa2O11P2Si", "method": "the ωB97M-V functional and the def2-TZVPD basis", "gap_ev": 1.50, "largest_force_ev_per_a": 7.29, "elements": ["H", "C", "H", "H", "H", "O", "H", "H", "H", "H", "H", "H", "H", "H", "Na", "H", "H", "C", "H", "O", "O", "H", "H", "P", "H", "C", "H", "O", "H", "H", "C", "H", "C", "H", "H", "C", "H", "H", "C", "H", "H", "H", "H", "C", "C", "H", "O", "H", "C", "C", "H", "P", "H", "H", "C", "H", "H", "H", "C", "C", "C", "H", "C", "H", "C", "N", "C", "H", "H", "H", "Si", "O", "C", "Na", "H", "C", "H", "O", "O", "C", "H", "H", "H", "O", "H", "H", "H", "C", "C", "H", "H", "O", "C", "C", "C", "H", "C", "H", "H", "C", "C", "C", "O", "H", "H", "H"], "positions_angstrom": [[8.01297, 2.27269, 1.06894], [-6.92111, -0.32606, -2.07950], [-2.89687, -0.65859, -3.62856], [5.32734, -1.61406, 0.86690], [-3.29385, -0.82913, -0.81534], [2.00671, -1.23984, 1.79007], [-5.49173, 2.04008, -0.06722], [-2.07564, 1.36976, 2.05335], [2.69169, 0.71793, 0.23926], [4.61492, 3.47746, -1.24942], [-6.57649, 5.69731, 0.85426], [-4.92151, 0.74157, 2.75318], [3.47709, -1.50328, -3.69584], [-2.75096, 3.09684, 2.39896], [-2.87592, -2.53378, -1.18449], [-8.60385, -0.54001, 0.65438], [4.87056, -5.83907, 1.85662], [6.44097, 0.89398, 0.23642], [-3.24593, 3.33139, -0.28332], [5.62769, -3.38997, -1.71762], [10.09459, 3.00824, -0.81626], [6.56810, -3.69067, -1.86236], [-0.82400, 4.23564, 1.39340], [5.46667, -2.01929, -2.72448], [4.81009, -0.29092, -0.74130], [-6.39675, -6.85336, 0.67711], [-7.02902, -7.55352, 1.23186], [8.36568, 2.35798, -2.85715], [1.49671, 2.81046, -0.16421], [2.29203, 3.67218, 1.31347], [7.23919, -0.26501, 1.08797], [7.05464, -2.45056, 0.61356], [-4.76137, 2.04442, 0.83920], [5.87063, 2.08884, -2.34486], [-4.86723, 5.19778, 0.90426], [-4.18603, -0.67580, -1.56934], [-6.53316, -2.37876, 2.60866], [7.11961, -0.02943, -2.86969], [7.48321, 2.10760, 0.04538], [0.59480, 2.74925, 2.87431], [-6.67846, 4.75820, -1.23726], [2.98523, 1.09476, 2.10112], [-7.51047, -0.05592, -4.38785], [4.38131, 2.17062, 0.56783], [0.47560, 2.32954, 1.80250], [-4.99037, -0.25111, -5.29628], [-8.24568, -4.22359, 4.06184], [-5.52883, -6.60614, 1.29671], [-7.82710, 0.23144, 1.02203], [6.62062, -0.64933, -2.01755], [-7.85891, 1.15894, 0.33137], [8.81706, 1.90292, -1.25404], [-7.93110, -5.95384, -0.47419], [-5.39722, 6.40955, -0.28938], [-5.94647, -2.32898, 1.59933], [8.33127, -0.39133, 0.76062], [6.88914, 3.09290, -0.16972], [0.24491, 1.19472, 1.84973], [1.80381, 2.68656, 0.95154], [4.31002, 2.37442, -1.01138], [6.42800, -1.65937, 1.19194], [7.75737, 3.13672, -2.73613], [5.73352, 0.33307, -1.09563], [9.96636, 3.79177, -1.42514], [5.75684, -3.70580, 2.64608], [5.17527, 1.49188, -1.86664], [-0.80844, 3.10003, 1.13611], [-2.91156, 1.51141, -0.41067], [-3.73410, 0.05583, 1.43608], [2.80845, -1.54998, 1.38108], [-6.08290, -0.58232, 0.82259], [-7.59320, -5.00382, 1.34724], [-5.70071, -0.53597, -1.08364], [-7.36387, -5.34111, -2.07922], [-5.13094, 2.89140, 1.53323], [5.20836, -4.89829, 2.44618], [7.43384, -2.20362, 3.23935], [-5.95130, 4.46089, -0.67269], [3.82468, -1.55044, -2.76683], [6.39925, -2.20986, 2.74219], [-0.69397, 2.96307, -0.01675], [-8.01736, -0.23014, -1.73701], [-6.02439, -7.38198, -0.21342], [5.40108, 1.33821, 1.13835], [7.28047, 0.16655, 2.17474], [5.62148, -1.52881, 3.28623], [3.21130, 2.28897, -1.39534], [-3.23782, 2.33878, 0.33198], [-3.96395, -0.57573, -3.17550], [4.56016, 1.10424, -2.62523], [-6.37219, -3.13058, 0.89110], [5.89858, -2.33336, -4.18375], [-6.65308, -0.23215, -3.63969], [-2.20968, 2.43730, 1.60259], [-4.75098, 0.59574, 1.62586], [4.42514, 3.21275, 1.07984], [2.93657, 1.53829, 1.03451], [-8.31365, -4.29662, 3.11514], [-4.83332, -2.50146, 1.88861], [-5.68563, 5.50444, 0.25118], [-7.17363, -5.59414, 0.25214], [-5.16636, -0.33609, -4.16189], [9.48256, 0.51948, -1.34658], [-8.06383, 0.56993, 2.09436], [-6.48076, -5.03778, -0.41154], [7.46660, -1.20753, -1.47904]], "forces_ev_per_angstrom": [[-0.754, -0.316, -1.923], [3.802, -0.266, -2.607], [-2.048, 0.241, 0.860], [1.760, -0.057, 0.325], [-2.375, 1.820, -1.401], [-0.607, 0.597, -0.032], [1.381, -0.026, 1.547], [-0.055, 2.025, -0.776], [0.265, 1.002, 1.963], [-0.464, -2.007, 0.302], [0.129, 0.156, 0.149], [0.388, -0.438, -1.695], [0.962, -0.469, 0.972], [1.101, -1.189, -1.285], [0.399, -1.829, 0.033], [0.957, 1.321, 0.746], [0.668, 2.177, 1.769], [0.859, -0.833, 0.887], [0.160, -1.620, 1.160], [0.217, 2.739, -1.542], [-3.514, -0.346, -2.001], [-1.234, 0.261, 0.133], [0.193, -1.973, -0.580], [0.808, -2.188, -4.523], [1.502, 1.503, -0.396], [0.439, -0.567, -0.756], [-0.046, 0.364, -0.053], [-1.064, 0.832, 3.311], [0.437, 0.012, 1.781], [-1.027, -1.344, -0.544], [-1.046, 0.438, 0.890], [-1.526, 1.272, 0.688], [0.772, -0.577, -0.131], [-0.004, -0.847, 0.363], [-0.082, -0.054, -0.126], [-4.041, 1.047, -3.832], [0.753, -0.140, -1.755], [-0.989, -1.463, 1.203], [-0.851, 1.103, -0.043], [-0.076, -0.964, -1.632], [0.249, -0.173, 0.159], [0.044, 0.424, -2.005], [1.569, -0.335, 1.384], [-2.645, 0.304, 1.395], [-0.537, 1.104, -0.205], [-0.116, -0.173, 2.124], [0.058, 0.445, 0.735], [-0.291, 0.197, -0.056], [-0.347, 0.182, -0.647], [-0.716, 0.678, -0.137], [-0.114, -1.364, 1.100], [4.924, -2.433, -0.519], [-1.488, -0.675, 0.151], [0.058, 0.127, 0.209], [0.214, -0.010, 0.279], [-1.763, 0.153, 0.110], [1.060, -1.539, 0.383], [0.766, 1.847, -0.188], [0.277, -0.658, -0.056], [-1.190, 2.596, 0.191], [1.323, -0.786, 0.745], [0.886, -0.609, -0.626], [0.863, -1.955, 1.644], [0.567, -0.936, 1.013], [-2.252, -5.295, -1.218], [-0.870, -0.483, -0.971], [0.148, -0.818, 0.198], [-0.455, 1.235, 1.263], [-1.534, 1.062, 0.617], [0.628, -0.439, -0.276], [-0.180, 0.481, 1.572], [-0.182, 0.632, -1.842], [0.788, 0.026, -3.116], [0.022, 0.254, -1.187], [0.712, -1.393, -1.037], [3.339, 6.470, -0.382], [-1.675, -0.131, -0.768], [-0.171, -0.023, -0.309], [2.232, -0.128, 0.578], [-1.950, -0.872, -0.854], [-0.360, 0.388, 1.913], [2.196, -0.198, -0.275], [0.170, -0.249, -0.204], [0.885, -0.025, -1.832], [-0.119, -0.490, -1.994], [1.583, -1.348, -0.668], [2.009, -0.095, 0.970], [-0.657, 0.579, 0.320], [-2.717, 0.296, 1.297], [0.762, 0.251, 0.697], [0.666, 0.858, 1.438], [-1.050, 1.011, 4.080], [3.199, -0.423, 2.881], [-0.741, 0.202, -0.689], [0.052, 0.498, -0.824], [0.295, -1.533, -1.091], [0.176, 0.580, -0.841], [0.067, -0.212, -0.619], [-1.717, 0.002, -0.639], [-0.208, 0.066, -0.155], [0.064, -1.155, 3.810], [-0.819, -0.467, 3.534], [-2.541, 3.469, 0.438], [0.375, -0.725, -1.625], [1.409, 1.225, -0.319], [-1.380, 1.112, -0.508]], "lowdin_charge": [0.15, -0.04, 0.09, 0.12, 0.05, -0.57, 0.08, 0.11, 0.11, 0.15, 0.08, 0.10, 0.10, 0.12, 0.59, 0.05, 0.05, -0.39, 0.11, -0.18, -0.19, 0.10, 0.12, 0.66, 0.16, -0.08, 0.08, -0.19, 0.09, 0.11, -0.10, 0.11, -0.25, 0.15, 0.07, -0.14, 0.07, 0.11, -0.13, 0.12, 0.08, 0.13, 0.09, -0.28, -0.19, 0.09, -0.49, 0.08, -0.21, -0.13, 0.03, 0.66, 0.03, 0.08, -0.18, 0.12, 0.12, 0.12, -0.21, -0.07, -0.19, 0.07, -0.22, 0.08, -0.10, 0.07, -0.22, 0.09, 0.06, -0.23, 0.55, -0.20, -0.18, 0.59, 0.10, 0.05, 0.11, -0.14, -0.19, -0.18, 0.10, 0.09, 0.05, -0.09, 0.14, 0.13, 0.15, -0.22, -0.07, 0.19, 0.02, -0.36, -0.05, -0.20, -0.26, 0.15, -0.15, -0.21, 0.04, -0.16, -0.64, -0.08, -0.31, 0.06, 0.02, 0.11]}

=====

Number 1: E -4891.26483 hartree. Number 2: E -3356.91459 hartree.